Density functional theory data (ωB97M-V/def2-TZVPD) for C33H27ClN8O5S2Ti as an isolated structure.

Lowest unoccupied orbital energy: -7.526 eV
Energy: -114113.4357 eV
Energy above the lowest of the compared OMol25 structures with the same formula, charge and spin: 3.292 eV
Charge: +2
Highest occupied orbital energy: -13.8 eV

Each line ends with the Mulliken charge.
Element x y z (Å)
Ti  -0.1538  0.0532  0.2307  -1.803
C  4.1608  -3.1617  1.5272  -0.772
S  3.9599  -1.5762  2.3511  0.040
C  2.3836  -1.0553  1.8530  0.537
S  1.4100  -1.9673  0.7658  -0.104
N  2.0492  0.0801  2.4097  -1.699
N  0.7681  0.4570  2.0487  1.459
C  0.2171  1.3752  2.7477  -0.668
C  -1.1904  1.6756  2.4561  0.713
C  -1.9110  2.6336  3.1220  -0.886
C  -3.2717  2.7455  2.8366  -0.608
C  -3.8401  1.8837  1.9184  -1.001
C  -3.0295  0.9630  1.2662  0.028
N  -1.7274  0.8739  1.5171  0.934
H  5.1341  -3.5198  1.8590  0.405
H  4.1650  -3.0566  0.4447  0.258
H  3.3970  -3.8671  1.8443  0.295
H  0.7565  1.8449  3.5639  0.547
H  -1.4286  3.2719  3.8499  0.558
H  -3.8759  3.4893  3.3394  0.470
H  -4.8969  1.9176  1.6933  0.516
H  -3.4301  0.2832  0.5248  0.464
O  -2.1790  4.4438  -3.2580  -0.516
C  -2.9336  3.3658  -3.4270  0.351
O  -3.9317  3.3688  -4.0852  -0.521
C  -2.5153  2.1104  -2.7112  0.145
C  -3.0360  0.8426  -2.9601  0.296
Cl  -4.1187  0.3728  -4.1557  -0.067
N  -2.4657  -0.0393  -2.1071  0.125
N  -1.5567  0.6065  -1.3407  1.225
C  -1.5940  1.8858  -1.6939  -0.671
C  -0.5859  2.7199  -0.9853  1.078
O  -0.2720  3.8246  -1.3667  -0.768
O  -0.0251  2.0802  0.0068  -0.396
C  -2.6373  -1.4663  -1.8999  -0.005
C  -1.3227  -2.1077  -1.5042  1.794
C  -1.7627  -4.8476  -1.8744  -0.990
C  -4.1691  -4.4520  -1.2851  -1.188
C  -4.5458  -3.2607  -1.7585  -0.782
C  -3.8806  -1.9522  -1.9473  -0.262
H  -1.4321  4.2941  -2.6396  0.375
H  -0.7023  -1.2604  -1.2090  0.911
H  -0.7449  -4.8973  -1.4928  0.586
H  -4.9428  -5.2105  -1.2530  0.431
H  -5.5896  -3.2022  -2.0455  0.431
H  -4.6190  -1.1944  -2.1801  0.421
C  0.8953  -2.7964  -5.0728  -0.855
C  1.1850  -1.8186  -4.1356  -0.407
N  0.5098  -1.6741  -2.9928  -0.295
C  -0.4625  -2.5365  -2.7357  -0.854
C  -0.8125  -3.5756  -3.6024  1.104
C  -0.1317  -3.6840  -4.8030  -0.728
C  -1.9259  -4.3975  -3.1095  -1.441
C  -2.8021  -4.8760  -0.8020  0.558
C  -2.3100  -3.8718  0.2306  0.966
C  -2.5921  -4.0888  1.5748  -0.951
C  -2.2532  -3.1579  2.5355  -1.481
C  -1.6551  -1.9939  2.1132  -0.312
N  -1.3720  -1.7693  0.8286  1.244
C  -1.6344  -2.7013  -0.1132  -1.031
H  1.4601  -2.8557  -5.9926  0.443
H  1.9808  -1.1061  -4.3191  0.464
H  -0.3937  -4.4644  -5.5066  0.548
H  -2.8908  -4.3546  -3.6024  0.492
H  -2.8781  -5.8480  -0.3127  0.931
H  -3.0980  -5.0036  1.8613  0.541
H  -2.4552  -3.3176  3.5852  0.499
H  -1.3762  -1.2205  2.8134  0.463
C  3.7587  0.2101  -1.4846  -1.512
C  2.5947  0.9332  -0.8964  0.666
N  2.7118  2.1744  -0.5033  -0.134
O  1.4989  0.3016  -0.7727  -0.045
H  4.2413  0.8099  -2.2567  0.513
H  3.4236  -0.7384  -1.8921  0.142
H  4.4857  0.0227  -0.6898  0.370
H  3.5935  2.6538  -0.6033  0.244
H  1.9103  2.6624  -0.1160  0.174

=====

Density functional theory data (ωB97M-V/def2-TZVPD) for a 12-piece molecular cluster, C29H50N13O3 overall.

Lowest unoccupied orbital energy: -1.837 eV
Energy: -56386.8393 eV
Charge: +1
Highest occupied orbital energy: -12.0 eV

Each line ends with the Mulliken charge.
Element x y z (Å)
C  -3.3790  -1.4850  1.2246  -0.833
C  -1.9403  -1.0269  1.4267  -0.611
N  -1.7345  0.3725  1.0023  0.799
C  -1.8468  0.5971  -0.4467  -0.547
C  -2.7468  1.7682  -0.8356  -1.136
N  -4.2010  1.4079  -0.8279  0.387
C  -4.8491  1.3635  0.5141  -0.228
O  -5.3767  2.6628  0.6461  -0.281
O  -6.3457  2.6211  1.6849  -0.376
C  -0.5974  0.9656  1.5884  0.528
C  -0.3968  2.4406  1.3339  -1.297
O  0.1355  0.3345  2.3188  -0.601
H  -4.0373  -0.9752  1.9349  0.190
H  -3.4327  -2.5597  1.4063  0.479
H  -3.7391  -1.3175  0.2072  0.058
H  -1.7203  -1.0685  2.4937  0.473
H  -1.2324  -1.6960  0.9268  0.348
H  -0.8675  0.7717  -0.9052  0.059
H  -2.2309  -0.3184  -0.9095  0.220
H  -2.6157  2.6214  -0.1710  0.388
H  -2.5206  2.0948  -1.8545  0.414
H  -4.7177  2.0690  -1.4205  0.417
H  -4.3081  0.4957  -1.2839  0.079
H  -4.0924  1.1328  1.2675  0.159
H  -5.6418  0.6113  0.5208  0.487
H  -5.8213  2.8185  2.4793  0.354
H  -1.3341  2.9862  1.4600  0.317
H  -0.0198  2.6244  0.3222  0.225
H  0.3388  2.8137  2.0466  0.448
C  -0.9959  0.7796  5.6799  -0.861
C  -2.2911  0.4012  5.1315  0.513
N  -3.2999  0.1247  4.6504  -0.478
H  -0.8314  0.3244  6.6543  0.381
H  -0.2126  0.4589  4.9930  0.221
H  -0.9535  1.8611  5.7911  0.237
C  -4.9148  -1.5585  -4.0974  -0.484
C  -4.1516  -1.9029  -2.9105  0.432
N  -3.5395  -2.2031  -1.9813  -0.403
H  -5.1493  -0.4992  -4.0701  -0.232
H  -4.3152  -1.7428  -4.9860  0.313
H  -5.8213  -2.1616  -4.1347  0.363
C  -3.6773  2.4585  8.4278  -0.791
C  -2.3152  2.9173  8.1832  0.406
N  -1.2384  3.2719  7.9837  -0.437
H  -3.7054  1.3705  8.4441  0.268
H  -4.0264  2.8387  9.3860  0.325
H  -4.3355  2.8177  7.6392  0.256
C  -0.0882  -0.3037  -4.2353  -0.393
C  -1.4512  -0.0492  -4.6801  0.208
N  -2.5046  0.2065  -5.0664  -0.355
H  -0.0256  -1.2615  -3.7220  0.227
H  0.5690  -0.3268  -5.1023  0.134
H  0.2358  0.4844  -3.5569  0.112
C  -6.3257  2.5463  -5.6825  -1.093
C  -5.6513  2.1365  -4.4625  0.575
N  -5.1108  1.7677  -3.5171  -0.444
H  -6.4890  3.6224  -5.6675  0.359
H  -5.7055  2.2856  -6.5395  0.305
H  -7.2845  2.0368  -5.7592  0.298
C  2.9527  0.2165  -1.3229  -0.615
C  1.9864  -0.8714  -1.3763  0.469
N  1.2372  -1.7421  -1.4479  -0.541
H  2.4885  1.1463  -1.6503  0.281
H  3.3094  0.3430  -0.3022  0.376
H  3.7971  0.0019  -1.9740  0.080
C  7.6602  -0.2171  -0.6178  -0.670
C  6.7451  0.2565  -1.6494  0.425
N  6.0293  0.6389  -2.4655  -0.495
H  8.3891  0.5536  -0.3791  0.318
H  7.1042  -0.4560  0.2848  0.111
H  8.1813  -1.1061  -0.9676  0.292
C  7.6156  -1.7297  3.9135  -0.634
C  8.3592  -0.8413  3.0290  0.365
N  8.9460  -0.1396  2.3311  -0.415
H  8.0395  -2.7313  3.8690  0.273
H  7.6601  -1.3679  4.9378  0.173
H  6.5723  -1.7720  3.6053  0.264
C  3.5243  -3.1310  -4.1519  -0.837
C  2.6233  -2.6408  -5.1860  0.482
N  1.9117  -2.2542  -6.0024  -0.430
H  4.2875  -2.3812  -3.9467  0.198
H  2.9598  -3.3309  -3.2419  0.254
H  4.0055  -4.0472  -4.4884  0.330
C  0.1745  -0.1039  -8.1105  -0.612
C  -1.2155  0.1376  -8.4800  0.338
N  -2.3139  0.3213  -8.7664  -0.422
H  0.2696  -1.0544  -7.5891  0.168
H  0.7996  -0.1285  -9.0011  0.375
H  0.5242  0.6969  -7.4602  0.215
C  9.0751  -3.6342  8.1100  -0.745
C  7.9920  -2.7971  7.6101  0.367
N  7.1382  -2.1266  7.2305  -0.423
H  9.2810  -3.3852  9.1492  0.279
H  8.7926  -4.6831  8.0439  0.265
H  9.9744  -3.4672  7.5199  0.263

=====

Density functional theory data (ωB97M-V/def2-TZVPD) for C47H48N9NbO16PS2 as an isolated structure in a non-equilibrium geometry.

Lowest unoccupied orbital energy: 0.727 eV
Energy: -128179.2493 eV
Charge: -1
Highest occupied orbital energy: -4.9 eV

Each line ends with the Mulliken charge.
Element x y z (Å)
N  -0.4357  -0.0640  -0.1310  -0.399
C  0.5267  0.3422  -1.1501  -0.224
C  1.9953  0.5144  -0.6626  -0.956
Nb  2.3375  2.2973  0.6636  -0.550
S  3.3356  0.7134  2.3499  -0.297
C  1.2309  3.7389  -0.6596  -0.862
C  -0.2255  3.8040  -0.3082  -0.138
O  -1.1041  3.4359  -1.0606  -0.530
N  4.2125  2.6731  -0.3360  -0.719
C  4.0818  3.0429  -1.4889  0.945
O  4.0292  3.1689  -2.6572  -0.558
P  2.9300  4.1946  2.3602  0.306
S  1.4265  5.4505  2.7036  -0.415
H  -1.1188  0.6482  0.0661  0.292
H  -0.0042  -0.4211  0.7050  0.161
H  0.5493  -0.4534  -1.9055  0.163
H  0.2135  1.2910  -1.5863  0.275
H  2.3449  -0.3957  -0.1674  0.707
H  2.6333  0.6547  -1.5472  0.209
H  0.7674  2.0652  1.5390  0.314
H  2.9630  1.2119  3.5494  0.054
H  1.3444  3.5475  -1.7302  0.481
H  1.6418  4.7389  -0.4509  0.772
H  -0.5004  4.2071  0.6803  0.251
H  3.4708  3.7297  3.5885  -0.036
H  4.0019  4.9354  1.7896  -0.004
C  -0.5146  -6.0133  3.8660  -0.552
C  -1.1930  -4.8943  4.3356  -0.450
C  -0.9561  -3.6517  3.7718  -0.337
C  -0.0411  -3.5497  2.7383  -0.049
C  0.6438  -4.6500  2.2620  -0.244
C  0.4042  -5.8899  2.8337  -0.387
N  0.2036  -2.2410  2.1213  1.169
O  -0.3994  -1.2814  2.5709  -0.704
O  0.9900  -2.1988  1.1974  -0.522
H  -0.7057  -6.9842  4.3058  0.390
H  -1.9088  -4.9916  5.1405  0.372
H  -1.4803  -2.7798  4.1339  0.455
H  1.3552  -4.5540  1.4555  0.458
H  0.9314  -6.7604  2.4700  0.355
C  -1.3908  4.7060  4.7636  -0.145
C  -1.7290  5.8511  5.4747  -0.336
C  -2.6986  5.7937  6.4637  -0.310
C  -3.3236  4.5847  6.7231  0.002
C  -3.0072  3.4363  6.0163  -0.339
C  -2.0330  3.5023  5.0329  -0.766
N  -4.3376  4.5157  7.7807  1.015
O  -4.6129  5.5405  8.3745  -0.621
O  -4.8498  3.4366  8.0101  -0.621
H  -0.6125  4.7484  4.0082  0.101
H  -1.2337  6.7841  5.2665  0.426
H  -2.9570  6.6815  7.0218  0.446
H  -3.5048  2.5013  6.2274  0.449
H  -1.7679  2.6131  4.4762  0.542
C  -0.2193  -11.3229  -0.5320  -0.420
C  0.7309  -10.3749  -0.1761  -0.533
C  0.3763  -9.0386  -0.0800  -0.195
C  -0.9320  -8.6721  -0.3400  0.079
C  -1.8894  -9.6021  -0.7020  -0.429
C  -1.5263  -10.9362  -0.7980  -0.404
N  -1.3156  -7.2583  -0.2198  1.039
O  -0.4475  -6.4688  0.0864  -0.560
O  -2.4763  -6.9707  -0.4267  -0.621
H  0.0598  -12.3662  -0.6026  0.372
H  1.7490  -10.6765  0.0276  0.371
H  1.1141  -8.2986  0.1931  0.482
H  -2.9052  -9.2982  -0.9064  0.447
H  -2.2642  -11.6751  -1.0785  0.367
C  -3.1917  -0.8070  -4.4708  -0.746
C  -3.7055  -2.0653  -4.7609  -0.439
C  -2.8783  -3.0543  -5.2674  -0.389
C  -1.5402  -2.7660  -5.4729  0.070
C  -1.0135  -1.5169  -5.1925  -0.425
C  -1.8493  -0.5322  -4.6903  -0.475
N  -0.6566  -3.8168  -5.9934  1.053
O  -1.1521  -4.8970  -6.2533  -0.636
O  0.5178  -3.5487  -6.1435  -0.608
H  -3.8377  -0.0372  -4.0689  0.498
H  -4.7520  -2.2772  -4.5879  0.380
H  -3.2750  -4.0328  -5.4934  0.472
H  0.0325  -1.3061  -5.3591  0.550
H  -1.4547  0.4477  -4.4643  0.666
C  4.4996  -0.5814  -6.0067  -0.602
C  4.6534  -1.9303  -6.3020  -0.346
C  4.9265  -2.8366  -5.2902  -0.427
C  5.0373  -2.3757  -3.9899  0.086
C  4.8899  -1.0351  -3.6806  -0.372
C  4.6219  -0.1334  -4.6982  -0.328
N  5.3063  -3.3385  -2.9133  1.063
O  5.4531  -4.5058  -3.2245  -0.632
O  5.3741  -2.9153  -1.7799  -0.611
H  4.2804  0.1228  -6.7989  0.406
H  4.5562  -2.2774  -7.3215  0.384
H  5.0452  -3.8854  -5.5174  0.442
H  4.9812  -0.6816  -2.6633  0.505
H  4.5018  0.9169  -4.4666  0.429
C  -6.7489  3.4555  -8.2313  -0.392
C  -5.6802  2.8938  -8.9179  -0.438
C  -4.5337  2.5218  -8.2342  -0.355
C  -4.4778  2.7167  -6.8660  0.046
C  -5.5300  3.2797  -6.1669  -0.315
C  -6.6721  3.6512  -6.8587  -0.478
N  -3.2732  2.3058  -6.1324  1.068
O  -2.3567  1.8319  -6.7721  -0.601
O  -3.2704  2.4580  -4.9293  -0.554
H  -7.6447  3.7408  -8.7676  0.372
H  -5.7410  2.7431  -9.9870  0.365
H  -3.7007  2.0849  -8.7646  0.446
H  -5.4673  3.4288  -5.0989  0.481
H  -7.5036  4.0913  -6.3257  0.369
C  4.2095  4.6689  8.4121  -0.460
C  4.2399  5.8938  9.0676  -0.393
C  3.3211  6.8784  8.7421  -0.422
C  2.3794  6.6152  7.7634  0.013
C  2.3379  5.4039  7.0954  -0.143
C  3.2631  4.4264  7.4254  -0.552
N  1.3893  7.6421  7.4195  0.994
O  1.4553  8.7164  7.9851  -0.623
O  0.5664  7.3422  6.5829  -0.560
H  4.9270  3.9010  8.6710  0.370
H  4.9797  6.0812  9.8338  0.364
H  3.3424  7.8323  9.2479  0.448
H  1.6012  5.2195  6.3251  0.502
H  3.2443  3.4750  6.9121  0.445